15 unconnected molecules or ions with the total composition C68H167N9O15 at a distorted geometry. Source: the Open Molecules 2025 dataset; level of theory: ωB97M-V/def2-TZVPD.

The geometry in XYZ format:
```
259
Properties=species:S:1:pos:R:3:mulliken_charge:R:1
C -3.854 -1.894 0.204 0.7458
C -5.321 -1.544 0.442 -1.4027
O -6.117 -2.704 0.749 0.0518
H -3.400 -0.932 -0.036 0.3370
H -3.742 -2.543 -0.665 -0.3244
H -3.416 -2.380 1.075 -0.2183
H -5.696 -1.033 -0.444 0.8396
H -5.383 -0.809 1.244 -0.3676
H -7.066 -2.559 0.757 0.1451
C 2.641 5.784 -0.225 -1.1433
C 1.928 4.588 0.414 0.7504
O 0.742 5.069 1.037 -0.3640
H 3.666 5.549 -0.511 0.1185
H 2.556 6.694 0.370 0.4460
H 2.095 6.010 -1.141 0.2472
H 2.551 4.280 1.254 0.5097
H 1.722 3.770 -0.277 -0.4807
H 0.379 5.774 0.496 0.1555
C 2.337 -1.516 -4.743 -0.0057
C 3.090 -2.884 -4.886 -0.7378
O 3.273 -3.339 -6.179 -0.5706
H 1.281 -1.659 -4.972 0.2069
H 2.795 -0.889 -5.508 0.4881
H 2.284 -1.016 -3.776 -0.2389
H 2.438 -3.547 -4.317 0.1734
H 4.052 -2.780 -4.384 0.4012
H 3.881 -4.082 -6.197 0.3336
C -1.230 3.597 3.532 1.1301
C -0.356 4.608 4.104 -0.8404
O 1.019 4.338 3.880 -0.6092
H -0.845 2.577 3.533 -0.5760
H -1.364 3.710 2.456 0.0738
H -2.259 3.552 3.888 -0.1912
H -0.261 4.659 5.188 0.2790
H -0.655 5.622 3.838 0.3164
H 1.099 4.396 2.925 0.2370
C 4.350 -1.180 3.011 -0.2773
C 5.705 -1.070 2.368 -0.7856
O 5.663 -0.773 0.986 -0.2823
H 3.611 -1.785 2.487 -0.1788
H 3.865 -0.210 2.903 0.2614
H 4.347 -1.629 4.004 0.3683
H 6.185 -2.028 2.565 0.3945
H 6.363 -0.326 2.817 0.3088
H 6.366 -1.269 0.560 0.2090
C 2.162 0.025 6.238 -1.1034
C 0.818 0.502 5.549 1.1902
O 0.064 1.247 6.484 -0.4887
H 2.810 -0.462 5.510 0.0007
H 1.940 -0.712 7.009 0.2863
H 2.612 0.918 6.671 0.4701
H 0.268 -0.359 5.168 -0.7222
H 1.025 1.171 4.714 0.1478
H 0.559 2.062 6.597 0.3416
C -1.671 0.733 -2.319 -0.8425
C -0.432 0.546 -1.489 2.7188
C -0.784 1.154 -0.042 -0.3798
C 0.270 0.764 0.973 -0.8624
C 0.399 -0.836 1.009 0.0596
C 0.779 -1.452 -0.367 2.3274
N -0.140 -0.857 -1.438 1.2196
O -0.111 -1.579 -2.599 0.4063
C 2.284 -1.246 -0.603 -0.1877
C 0.547 -2.953 -0.165 -0.1630
C 0.692 1.385 -2.124 0.7979
H -2.123 1.722 -2.393 -0.7860
H -2.444 0.017 -2.037 0.3408
H -1.479 0.453 -3.355 -0.3641
H -0.749 2.241 0.025 -0.3218
H -1.735 0.866 0.407 -0.0086
H -0.055 1.136 1.944 0.0998
H 1.199 1.306 0.795 0.1142
H -0.538 -1.243 1.390 -0.4256
H 1.179 -0.964 1.760 -0.4072
H 2.905 -1.899 0.010 -0.4904
H 2.588 -1.439 -1.631 -0.3701
H 2.544 -0.253 -0.234 0.0008
H 0.971 -3.452 0.707 -0.9321
H -0.524 -3.153 -0.198 -0.2696
H 1.007 -3.503 -0.986 0.1659
H 0.406 2.426 -2.276 -0.4969
H 1.076 0.938 -3.041 -0.3456
H 1.539 1.530 -1.454 -0.3632
H -0.886 -2.142 -2.537 -0.2715
C 0.856 -3.117 4.006 0.1434
C 0.894 -4.544 4.607 2.0720
C 0.210 -4.538 6.010 -1.6414
C -1.285 -4.398 6.070 0.3342
C -1.905 -5.450 5.235 -1.4850
C -1.293 -5.656 3.811 2.1651
N 0.200 -5.589 3.896 -0.0429
O 0.788 -6.003 2.729 -0.2348
C -1.772 -7.153 3.373 -2.2105
C -1.759 -4.594 2.755 -0.4520
C 2.316 -4.997 4.802 -1.9958
H 0.004 -2.510 4.310 -0.7730
H 0.945 -3.135 2.920 -0.2479
H 1.726 -2.524 4.289 0.3371
H 0.466 -5.424 6.591 0.3913
H 0.586 -3.763 6.677 0.4450
H -1.612 -3.411 5.743 -0.4428
H -1.724 -4.459 7.066 0.5251
H -2.938 -5.115 5.138 0.4454
H -2.099 -6.384 5.763 0.3282
H -1.487 -7.923 4.090 0.5393
H -2.852 -7.222 3.237 0.3495
H -1.201 -7.453 2.495 0.3652
H -2.826 -4.397 2.651 0.7268
H -1.406 -3.595 3.010 -0.5422
H -1.356 -4.959 1.811 -0.5746
H 2.930 -4.366 5.446 0.3616
H 2.826 -5.014 3.839 0.2837
H 2.416 -6.026 5.148 0.4285
H 1.133 -6.853 3.010 0.3149
C 5.929 3.337 -1.098 -1.7372
C 6.691 3.006 -2.377 2.1332
C 6.746 1.417 -2.485 -1.8958
C 5.403 0.762 -2.808 0.4679
C 4.802 1.317 -4.074 -1.0858
C 4.644 2.921 -4.095 2.0665
N 5.968 3.508 -3.570 0.1157
O 5.761 4.950 -3.437 -0.4841
C 4.600 3.317 -5.555 -2.2451
C 3.366 3.288 -3.290 -0.9208
C 8.099 3.378 -2.323 -2.0381
H 5.169 2.636 -0.754 0.2092
H 5.472 4.324 -1.179 0.1087
H 6.698 3.321 -0.326 0.5710
H 7.409 1.149 -3.307 0.4097
H 7.149 1.052 -1.540 0.4400
H 4.678 0.845 -1.999 -0.6724
H 5.480 -0.317 -2.941 0.6819
H 3.819 0.866 -3.940 -0.2152
H 5.386 0.946 -4.916 0.5803
H 5.591 3.312 -6.008 0.4730
H 3.885 2.737 -6.138 0.2993
H 4.261 4.353 -5.562 0.4438
H 2.424 3.002 -3.758 0.0371
H 3.185 2.784 -2.340 -0.3493
H 3.312 4.347 -3.039 0.8020
H 8.339 4.432 -2.181 0.3997
H 8.531 3.120 -3.290 0.5159
H 8.726 2.906 -1.567 0.3762
H 6.493 5.274 -3.967 0.3462
C -4.879 -1.177 4.556 -2.0429
C -3.962 0.067 4.379 3.1082
C -4.761 1.196 3.683 -1.5949
C -5.753 2.001 4.629 -1.1638
C -4.874 2.556 5.764 -1.3963
C -4.043 1.492 6.558 1.3913
N -3.365 0.603 5.609 1.1389
O -2.496 -0.229 6.267 -0.5330
C -2.908 2.307 7.310 -1.7949
C -4.914 0.726 7.602 -1.8056
C -2.793 -0.185 3.339 -0.0520
H -5.848 -0.952 5.001 0.2865
H -4.485 -1.939 5.229 0.3775
H -4.991 -1.730 3.623 0.2104
H -4.101 1.938 3.235 0.0647
H -5.348 0.893 2.817 0.3152
H -6.389 1.289 5.155 0.2778
H -6.288 2.768 4.069 0.6094
H -5.483 3.032 6.533 0.5649
H -4.269 3.385 5.397 0.3412
H -2.098 1.752 7.785 0.4090
H -2.441 3.021 6.631 0.1917
H -3.357 2.934 8.080 0.4327
H -4.355 0.011 8.205 0.3308
H -5.383 1.422 8.297 0.4335
H -5.708 0.128 7.155 0.3189
H -2.158 -1.032 3.601 -0.3080
H -2.179 0.706 3.207 -0.3106
H -3.224 -0.349 2.351 -0.3031
H -1.663 0.250 6.249 0.1944
C -0.729 -5.719 -1.323 -1.2816
C -2.170 -5.223 -1.055 2.9555
C -3.009 -4.771 -2.332 -1.8175
O -2.342 -3.557 -2.798 0.5024
C -2.891 -2.962 -4.011 -1.1415
N -2.927 -6.219 -0.340 -0.8397
H -0.148 -5.656 -0.403 -0.0762
H -0.225 -5.088 -2.055 0.1082
H -0.762 -6.759 -1.646 0.5745
H -2.158 -4.325 -0.437 -0.9183
H -4.059 -4.510 -2.201 0.4285
H -3.061 -5.554 -3.088 0.4056
H -3.957 -2.838 -3.822 0.5213
H -2.724 -3.574 -4.898 0.4075
H -2.443 -2.018 -4.321 -0.3513
H -2.365 -6.415 0.476 0.0145
H -3.808 -5.928 0.057 0.4686
C 4.842 -4.392 -0.267 -1.6357
C 3.580 -5.093 0.052 2.8253
C 3.645 -6.616 0.043 -0.7261
O 3.793 -7.165 -1.246 -0.4582
C 2.699 -6.914 -2.192 -0.2774
N 3.163 -4.620 1.400 -0.1563
H 5.235 -4.738 -1.223 0.4108
H 5.632 -4.583 0.459 0.3070
H 4.739 -3.323 -0.451 0.1877
H 2.819 -4.785 -0.666 -1.1108
H 2.748 -6.986 0.540 0.2914
H 4.524 -6.930 0.605 0.3805
H 2.637 -5.863 -2.476 -0.0276
H 1.809 -7.209 -1.636 0.2341
H 2.932 -7.531 -3.060 0.3131
H 2.248 -5.010 1.571 -0.3060
H 2.974 -3.628 1.368 -0.3822
C 0.443 5.548 -3.784 -0.9771
C -0.384 4.569 -4.620 1.7204
C -1.782 4.357 -3.957 -0.0042
O -2.436 3.269 -4.577 1.0158
C -3.816 3.156 -4.294 -2.3679
N -0.594 5.276 -5.941 -0.8358
H 1.399 5.821 -4.230 0.4813
H 0.601 5.088 -2.809 -0.1411
H -0.100 6.475 -3.603 0.0710
H 0.195 3.648 -4.685 -0.7937
H -2.361 5.280 -3.976 0.5737
H -1.694 4.083 -2.906 -0.6325
H -4.279 4.119 -4.508 0.4726
H -3.944 2.940 -3.233 0.4748
H -4.409 2.548 -4.977 0.1603
H 0.265 5.449 -6.442 0.3193
H -1.131 4.650 -6.523 0.3384
C 0.323 1.203 -6.917 -1.2626
C -1.107 1.177 -7.458 0.4202
C -1.869 0.008 -6.877 0.2462
O -3.226 0.051 -7.418 -0.3105
C -4.131 -0.898 -6.783 -1.0841
N -1.807 2.402 -7.183 -0.6715
H 0.819 0.254 -7.122 0.5902
H 0.443 1.200 -5.834 -0.2139
H 0.910 2.038 -7.299 0.4505
H -1.156 1.112 -8.545 0.3869
H -1.870 0.128 -5.794 -0.5842
H -1.423 -0.958 -7.114 0.5279
H -4.103 -1.902 -7.206 0.2431
H -5.126 -0.457 -6.844 0.5004
H -3.911 -0.963 -5.717 0.2402
H -2.760 2.072 -7.245 0.3548
H -1.793 2.659 -6.206 0.0670
C -3.113 4.140 -0.190 0.3418
C -3.562 5.515 0.325 0.2485
C -3.739 6.629 -0.809 -1.1383
O -2.522 6.819 -1.570 -0.0203
C -2.620 7.908 -2.485 -1.0918
N -4.827 5.331 1.021 -0.8740
H -3.883 3.632 -0.770 0.4897
H -2.975 3.397 0.595 -0.5094
H -2.134 4.195 -0.666 -0.2467
H -2.864 5.900 1.069 0.1731
H -4.042 7.555 -0.320 0.4267
H -4.533 6.345 -1.500 0.2805
H -1.692 8.090 -3.027 0.2476
H -2.785 8.846 -1.955 0.3989
H -3.413 7.788 -3.224 0.3974
H -4.884 4.625 1.740 0.2296
H -5.411 4.945 0.293 0.5835
```

Output
HOMO level (spin up / spin down)	0.44 / -6.01	eV
frontier orbital gap (spin up / spin down)	0.045 / 0.282	Ha
LUMO level (spin up / spin down)	1.675 / 1.662	eV
net charge	-1
2S+1	2